Entry 1:
The following is a DFT calculation (ωB97M-V with the def2-TZVPD basis set) of one molecule with the formula C2H3NOS2.

Summary:
- Relative energy (zero: lowest compared OMol25 entry of this formula, charge and spin): 2.886 eV
- Highest occupied orbital energy: -8.5 eV
- LUMO energy: 0.08 eV
- Spin multiplicity: 1
- Gap between HOMO and LUMO: 8.57 eV
- Maximum force: 6.237 eV/A
- SMILES: O=CS/C=N/S
- Charge: 0

Geometry as XYZ:
```
9
Properties=species:S:1:pos:R:3:lowdin_charge:R:1
O -2.615 -0.508 -0.098 -0.019
C -2.097 -0.447 1.000 -0.561
S -0.413 0.222 1.440 0.892
C 0.355 -0.010 -0.161 -0.571
N 1.576 0.541 -0.277 -0.557
S 2.299 0.289 -1.675 0.696
H -2.428 -0.921 2.180 0.141
H -0.071 -0.409 -1.015 0.033
H 3.394 1.244 -1.395 -0.053
```

Entry 2:
The following is a DFT calculation (ωB97M-V with the def2-TZVPD basis set) of a 2-piece molecular cluster, C9H14 overall.

Summary:
- Relative energy (zero: lowest compared OMol25 entry of this formula, charge and spin): 1.979 eV
- Highest occupied orbital energy: -8.9 eV
- LUMO energy: 0.98 eV
- Spin multiplicity: 1
- Gap between HOMO and LUMO: 9.90 eV
- Maximum force: 5.131 eV/A
- SMILES: Cc1ccccc1.CC
- Charge: 0

Geometry as XYZ:
```
23
Properties=species:S:1:pos:R:3:lowdin_charge:R:1
C -2.642 -0.484 0.553 -0.058
C -1.634 -0.303 -0.463 -0.323
C -1.271 0.998 -0.830 -0.058
C -0.160 1.142 -1.656 -0.119
C 0.624 0.085 -2.012 -0.139
C 0.161 -1.189 -1.848 -0.063
C -1.010 -1.413 -1.085 -0.012
H -2.808 -1.543 0.713 0.083
H -3.550 -0.034 0.271 0.072
H -2.148 0.032 1.392 0.099
H -1.779 1.955 -0.624 0.123
H 0.363 2.148 -1.775 0.131
H 1.558 0.282 -2.329 0.068
H 0.632 -2.115 -2.187 0.106
H -1.419 -2.274 -0.753 0.065
C 1.467 0.931 1.356 -0.150
C 2.392 -0.261 1.844 -0.133
H 0.468 0.449 1.425 0.051
H 1.383 1.776 2.048 0.067
H 1.727 1.136 0.359 0.025
H 2.751 -0.648 0.937 0.029
H 3.211 0.279 2.218 0.034
H 1.685 -0.950 2.446 0.102
```